[1]
21 unconnected molecules or ions with the total composition C33H70Cl40N2O6P2S2 in a non-equilibrium geometry. Source: the OMol25 dataset; level of theory: ωB97M-V/def2-TZVPD.

Values from the calculation:
Multiplicity   1
Kohn-Sham gap   7.58 eV
Net charge   0
LUMO energy   0.12 eV
Largest force on an atom   8.76 eV Å⁻¹
Highest occupied orbital energy   -0.27395 Ha

Positions of all 155 atoms, in Å:
C: 2.84995 1.07616 2.58714
P: 1.78952 0.33905 1.15947
O: 0.11975 0.58927 1.57470
C: 2.14810 1.27185 -0.51441
O: 1.72765 0.59326 -1.70641
C: 2.47378 -0.57096 -2.14648
S: 4.12375 -0.84554 -1.21977
C: 3.04344 -0.07336 -3.64398
C: 3.82240 1.37005 -3.59218
O: 2.96286 2.43226 -4.20965
C: 3.06647 2.33976 -5.70210
O: 1.96977 2.56706 -6.43323
C: 1.55943 -1.98393 -2.25114
C: 1.56597 -2.65735 -3.70778
C: 0.78477 -3.97211 -4.12230
C: 0.41781 -5.16947 -3.12002
O: 1.38078 -6.30973 -3.26128
C: 0.03833 -1.43173 -1.80008
C: -1.13022 -2.57703 -1.74308
C: -2.50338 -1.78999 -1.19633
S: -3.24510 -0.95298 -2.74540
N: 2.01698 -2.78717 -1.07375
P: 3.05625 -4.16854 -1.34090
N: 3.85459 -4.45003 0.27361
O: 4.40554 -3.89118 -2.40720
H: 2.79981 2.26550 2.55280
H: 2.34888 0.71238 3.60184
H: 3.95760 0.69550 2.60521
H: -0.40950 -0.23803 1.33063
H: 1.43451 2.22941 -0.41518
H: 3.23291 1.76502 -0.52613
H: 3.88771 -1.32971 0.07492
H: 2.05712 0.12941 -4.28597
H: 3.72535 -0.87087 -4.15818
H: 4.85571 1.27029 -4.18009
H: 4.10023 1.75227 -2.52310
H: 4.14110 2.10913 -6.16599
H: 1.15294 -1.83088 -4.47267
H: 2.70556 -2.79415 -4.04021
H: -0.24470 -3.66247 -4.65072
H: 1.39875 -4.47565 -5.01941
H: -0.63802 -5.62048 -3.44402
H: 0.33959 -4.92977 -1.97906
H: 1.32819 -6.79889 -2.36608
H: 0.04180 -1.02022 -0.67772
H: -0.37559 -0.61842 -2.56890
H: -0.92558 -3.40486 -0.90867
H: -1.44745 -3.02569 -2.77669
H: -2.23960 -0.92583 -0.45367
H: -3.33229 -2.53075 -0.82789
H: -2.62766 0.29444 -2.96100
H: 1.27743 -2.95016 -0.35675
H: 4.22333 -5.43255 0.20638
H: 4.66588 -3.79412 0.39624
H: 4.30509 -4.46181 -3.22840
C: -6.01787 0.51546 -4.58264
Cl: -7.22765 1.57644 -5.31465
Cl: -4.73195 0.12875 -5.73247
H: -5.58113 1.01830 -3.71637
H: -6.50240 -0.41129 -4.26584
C: -1.05794 0.75840 -6.06732
Cl: -1.78677 -0.85189 -6.03764
Cl: -1.16231 1.53305 -4.48167
H: -0.00645 0.66787 -6.35050
H: -1.58557 1.37432 -6.79960
C: 6.06216 3.01257 3.15973
Cl: 6.08987 1.24505 3.14531
Cl: 4.77070 3.61988 4.20307
H: 7.02186 3.38045 3.53074
H: 5.89692 3.37414 2.14191
C: 5.61490 -2.93560 -5.74176
Cl: 5.85586 -1.97443 -4.27780
Cl: 4.06961 -3.79288 -5.69253
H: 5.62573 -2.27134 -6.60931
H: 6.42400 -3.66521 -5.82555
C: -2.73607 -6.97043 -1.41093
Cl: -1.48773 -7.56647 -2.51160
Cl: -2.03434 -5.96222 -0.13958
H: -3.45691 -6.37686 -1.97846
H: -3.24122 -7.82306 -0.95066
C: -2.15149 2.88948 3.22834
Cl: -1.91053 3.85065 4.69229
Cl: -3.69678 2.03220 3.27756
H: -2.14066 3.55374 2.36078
H: -1.34239 2.15987 3.14454
C: -5.89852 3.69273 0.03179
Cl: -4.65018 3.09669 -1.06888
Cl: -5.19679 4.70094 1.30314
H: -6.61936 4.28631 -0.53574
H: -6.40367 2.84010 0.49206
C: -1.78713 5.86000 7.77080
Cl: -1.36882 7.57308 7.89512
Cl: -2.56290 5.28566 9.25187
H: -2.47425 5.72145 6.93254
H: -0.87534 5.28259 7.59983
C: -6.02412 6.81182 10.33224
Cl: -6.35818 8.53632 10.53113
Cl: -7.21787 6.05074 9.27348
H: -5.03071 6.69011 9.89366
H: -6.05703 6.32778 11.31133
C: -9.40664 5.17544 5.97724
Cl: -10.61642 6.23642 5.24523
Cl: -8.12072 4.78872 4.82740
H: -8.96989 5.67827 6.84351
H: -9.89116 4.24868 6.29403
C: -2.18521 4.31252 -8.12653
Cl: -2.91404 2.70224 -8.09685
Cl: -2.28959 5.08718 -6.54089
H: -1.13372 4.22199 -8.40972
H: -2.71284 4.92845 -8.85882
C: -4.39562 -4.38036 2.80450
Cl: -4.41908 -3.45986 1.29545
Cl: -3.62589 -5.95545 2.57678
H: -3.83749 -3.81700 3.55627
H: -5.42287 -4.53223 3.14464
C: 1.39383 8.60675 5.91538
Cl: 1.37037 9.52724 4.40633
Cl: 2.16356 7.03166 5.68767
H: 1.95196 9.17010 6.66715
H: 0.36658 8.45487 6.25552
C: -8.16035 1.32758 5.57301
Cl: -8.13263 -0.43994 5.55860
Cl: -9.45181 1.93489 6.61635
H: -7.20064 1.69546 5.94403
H: -8.32558 1.68915 4.55519
C: 7.65666 -3.81603 -1.24691
Cl: 7.57340 -2.43619 -0.14500
Cl: 7.33494 -5.33098 -0.39446
H: 6.91186 -3.68671 -2.03594
H: 8.65603 -3.86049 -1.68655
C: 11.09921 -4.01593 1.13574
Cl: 11.07576 -3.09544 -0.37331
Cl: 11.86895 -5.59102 0.90803
H: 11.65734 -3.45258 1.88751
H: 10.07197 -4.16780 1.47588
C: 0.16200 -2.10095 -8.80789
Cl: 1.35251 -2.78187 -7.69249
Cl: 0.87979 -0.83130 -9.80689
H: -0.21231 -2.89585 -9.45754
H: -0.66341 -1.67615 -8.23148
C: -8.91823 10.13254 8.39838
Cl: -10.44249 9.23827 8.44315
Cl: -8.30399 10.26004 6.74559
H: -9.08339 11.13724 8.79502
H: -8.18093 9.60994 9.01261
C: 15.44750 -5.10431 2.57401
Cl: 15.67753 -3.90215 3.84954
Cl: 16.47386 -4.75448 1.17779
H: 15.70374 -6.09182 2.96539
H: 14.40142 -5.09253 2.25845
C: -6.40586 -8.08917 -0.07080
Cl: -5.21535 -8.77008 1.04460
Cl: -5.68807 -6.81951 -1.06981
H: -6.78017 -8.88406 -0.72046
H: -7.23127 -7.66436 0.50560

Mulliken population analysis, charges in e, atoms 1 to 2: C -0.48; P 0.21

[2]
4 unconnected molecules or ions with the total composition C33H70N8O15P in a non-equilibrium geometry. Source: the OMol25 dataset; level of theory: ωB97M-V/def2-TZVPD.

Values from the calculation:
Multiplicity   1
Kohn-Sham gap   8.74 eV
Net charge   +1
ΔE to the lowest compared entry with this formula, charge and spin   0.000 eV
LUMO energy   -2.66 eV
Largest force on an atom   1.21 eV Å⁻¹
Highest occupied orbital energy   -0.41871 Ha

Positions of all 127 atoms, in Å:
C: -4.39707 0.33013 -3.13726
C: -2.96824 0.49130 -2.59606
C: -2.37726 -0.87035 -2.20107
C: -1.22865 -0.94453 -1.16823
C: -0.88791 -2.44546 -0.98223
C: -1.47314 -0.22318 0.20412
C: -2.92726 -0.24022 0.67663
C: -3.62978 -1.58589 0.67235
O: -3.24983 -2.55752 1.28352
O: -4.77496 -1.55010 -0.01134
N: -0.54094 -0.87197 1.19202
C: -0.88948 -1.09597 2.59513
N: -1.09498 0.13349 3.35956
C: 0.67737 -0.28434 0.96185
N: 1.77875 -1.01050 1.02885
C: 1.66979 -2.41663 1.46895
O: 2.66303 -3.11801 0.77230
C: 3.01422 -4.34547 1.34344
C: 2.03250 -5.43840 1.09628
O: 4.04597 -4.43323 1.92904
C: 3.12790 -0.58349 0.59175
C: 4.26047 -0.48168 1.66345
N: 3.75887 -0.86719 2.96994
N: 4.89095 0.84657 1.66517
N: 5.29575 -1.43551 1.27222
N: 0.55790 1.00827 0.55665
C: 1.37559 2.11426 1.05659
C: 1.54218 2.16671 2.58189
C: 0.64513 3.15591 3.31706
C: 0.87004 3.08664 4.83584
O: -0.37355 3.05169 5.50311
C: -0.44398 2.14840 6.58067
C: -0.84659 1.24536 0.14340
O: -0.79375 1.82107 -1.13775
P: -1.89518 2.60494 0.97119
N: -3.14007 2.93258 0.09123
H: -5.10641 0.39454 -2.31090
H: -4.63131 1.08602 -3.88408
H: -4.52466 -0.65235 -3.59928
H: -2.97886 1.21316 -1.79060
H: -2.36043 0.91906 -3.39636
H: -1.98009 -1.29585 -3.12045
H: -3.20505 -1.52796 -1.92490
H: -0.34730 -0.51106 -1.64620
H: 0.19214 -2.60778 -0.95847
H: -1.26363 -2.99564 -1.84525
H: -1.34663 -2.87542 -0.09710
H: -3.01599 0.14946 1.68974
H: -3.49477 0.44075 0.04202
H: -5.04278 -2.46284 -0.20758
H: -0.07091 -1.65367 3.05067
H: -1.75558 -1.74677 2.63389
H: -2.04140 0.20883 3.70688
H: -0.48357 0.18858 4.16372
H: 0.66973 -2.78797 1.24282
H: 1.85021 -2.47638 2.54464
H: 1.11053 -5.24745 1.64745
H: 2.47229 -6.38435 1.39793
H: 1.78099 -5.45787 0.03597
H: 3.45920 -1.36833 -0.07688
H: 3.02451 0.30664 -0.02030
H: 4.42847 -0.64957 3.69631
H: 2.86181 -0.46109 3.19261
H: 4.84764 1.29204 2.56706
H: 4.58687 1.46824 0.93324
H: 5.30888 -2.24307 1.88172
H: 6.19582 -0.97841 1.26339
H: 2.35724 2.12216 0.58996
H: 0.91182 3.03893 0.71211
H: 1.40232 1.18125 3.03099
H: 2.57702 2.44811 2.78142
H: 0.89133 4.16641 2.98696
H: -0.40967 2.93438 3.16563
H: 1.46978 3.93476 5.17775
H: 1.43780 2.17950 5.08747
H: -1.48501 2.08876 6.89214
H: 0.15962 2.47304 7.43323
H: -0.10908 1.14284 6.29297
H: 0.03748 1.55412 -1.54898
H: -1.01177 3.66755 1.19598
H: -2.25759 2.12716 2.23006
H: -3.14541 3.87636 -0.27128
C: -7.60556 2.63811 0.73039
C: -6.91325 2.86481 -0.59590
O: -7.58506 2.20468 -1.68280
C: -8.71529 2.77555 -2.09529
O: -9.19878 3.78703 -1.66045
O: -9.21311 2.03870 -3.08651
C: -10.46535 2.50750 -3.59910
H: -7.70694 1.56964 0.92787
H: -7.02326 3.09061 1.53346
H: -8.59996 3.08029 0.73641
H: -5.91529 2.42876 -0.58418
H: -6.81450 3.92625 -0.82261
H: -10.39033 3.54642 -3.91088
H: -11.24463 2.40429 -2.84645
H: -10.68987 1.87689 -4.45343
C: 11.91866 -1.90623 3.61644
C: 11.47202 -0.62713 4.28819
O: 11.15904 0.40782 3.33736
C: 10.00644 0.27541 2.69860
O: 9.18574 -0.59174 2.86705
O: 9.88737 1.28631 1.83484
C: 8.71005 1.21766 1.03222
H: 12.76599 -1.71319 2.95807
H: 12.21982 -2.63372 4.36961
H: 11.11642 -2.33955 3.02172
H: 12.27839 -0.20809 4.88560
H: 10.61440 -0.78991 4.94034
H: 7.82191 1.13577 1.65584
H: 8.76252 0.36765 0.35267
H: 8.67273 2.13851 0.45769
C: -3.57119 -2.13249 -9.87013
C: -3.75502 -1.09814 -8.78266
O: -3.32134 -1.57735 -7.49424
C: -2.00899 -1.62164 -7.31290
O: -1.15991 -1.27028 -8.08709
O: -1.77727 -2.11565 -6.08912
C: -0.39049 -2.28382 -5.79212
H: -4.08565 -3.05702 -9.60625
H: -3.98171 -1.75932 -10.80778
H: -2.51778 -2.35965 -10.02339
H: -4.80986 -0.87229 -8.64399
H: -3.23549 -0.16921 -9.01528
H: 0.15567 -1.35426 -5.94050
H: 0.03926 -3.06760 -6.41316
H: -0.32993 -2.57685 -4.74651

Mulliken population analysis, charges in e, atoms 1 to 2: C -1.60; C 0.44